1.
A molecular structure, C23H57O22PS6 at a distorted geometry, computed with ωB97M-V/def2-TZVPD.

Summary:
- energy above the lowest of the compared OMol25 structures with the same formula, charge and spin (kcal per mole) = 31.1
- multiplicity = 1

Structure (XYZ):
```
109
C23H57O22PS6, DFT ωB97M-V/def2-TZVPD
C 2.124 1.027 2.681
C 1.771 0.363 1.306
O 0.809 1.110 0.530
P -0.669 1.164 1.321
O -0.762 0.035 2.315
C -1.947 0.926 0.002
C -2.949 -0.216 0.314
C -3.720 -0.017 1.641
C -3.430 -1.055 2.790
O -4.654 -1.433 3.465
S -5.659 -0.167 3.051
O -7.067 -0.457 3.315
O -5.116 0.953 3.860
O -5.176 -0.157 1.466
O -0.699 2.678 2.023
C -1.945 2.949 2.698
C -2.905 3.708 1.723
H 3.197 0.877 2.897
H 1.567 0.478 3.463
H 1.838 2.089 2.655
H 2.722 0.372 0.718
H 1.499 -0.702 1.403
H -2.527 1.831 -0.249
H -1.424 0.644 -0.935
H -3.707 -0.202 -0.498
H -2.509 -1.228 0.284
H -3.633 1.055 1.884
H -3.112 -1.999 2.309
H -2.689 -0.648 3.495
H -1.702 3.651 3.518
H -2.387 2.058 3.178
H -3.327 4.626 2.158
H -3.678 3.048 1.283
H -2.286 4.035 0.861
O 4.784 1.381 -0.196
S 5.846 2.078 -0.872
O 6.782 1.383 -1.709
O 6.665 2.943 0.212
C 7.157 2.272 1.378
C 8.432 1.502 1.092
C 5.162 3.434 -1.769
H 6.388 1.620 1.798
H 7.359 3.049 2.116
H 8.241 0.657 0.430
H 8.863 1.119 2.018
H 9.165 2.142 0.597
H 4.511 3.997 -1.105
H 4.589 3.025 -2.600
H 5.970 4.058 -2.144
O -6.954 -7.629 3.691
S -7.231 -6.679 4.733
O -8.573 -6.264 5.028
O -6.321 -5.374 4.499
C -6.363 -4.741 3.213
C -7.586 -3.856 3.055
C -6.458 -7.217 6.227
H -6.309 -5.487 2.417
H -5.463 -4.129 3.143
H -8.500 -4.450 3.023
H -7.523 -3.279 2.131
H -7.675 -3.169 3.896
H -5.419 -7.461 6.016
H -6.989 -8.101 6.574
H -6.529 -6.422 6.966
O 0.311 3.546 -4.890
S 1.013 2.639 -4.024
O 2.440 2.677 -3.891
O 0.564 1.135 -4.369
C 0.658 0.700 -5.733
C 2.079 0.319 -6.107
C 0.298 2.714 -2.412
H 0.264 1.465 -6.407
H 0.012 -0.173 -5.822
H 2.731 1.194 -6.121
H 2.103 -0.139 -7.096
H 2.493 -0.382 -5.381
H -0.781 2.608 -2.504
H 0.545 3.682 -1.980
H 0.718 1.914 -1.804
O 5.505 4.163 -9.000
S 5.489 4.871 -7.751
O 5.352 4.179 -6.501
O 4.379 6.032 -7.827
C 3.049 5.669 -8.222
C 2.268 5.053 -7.077
C 6.903 5.927 -7.667
H 3.074 5.002 -9.087
H 2.562 6.591 -8.541
H 2.677 4.081 -6.801
H 1.222 4.914 -7.355
H 2.316 5.687 -6.191
H 6.963 6.506 -8.585
H 7.782 5.295 -7.562
H 6.804 6.578 -6.801
O -1.124 -3.820 2.972
S -0.669 -4.629 4.069
O 0.726 -4.897 4.272
O -1.472 -6.023 4.054
C -1.486 -6.783 2.838
C -0.203 -7.570 2.649
C -1.354 -4.000 5.571
H -1.681 -6.133 1.982
H -2.328 -7.472 2.917
H 0.643 -6.906 2.470
H -0.292 -8.245 1.797
H 0.026 -8.153 3.542
H -2.426 -3.867 5.439
H -0.877 -3.043 5.776
H -1.144 -4.703 6.374
```

Atom charges from the Löwdin analysis, given in e for atoms 1 to 5:
1 C -0.07
2 C -0.27
3 O -0.24
4 P 0.67
5 O -0.26

***

2.
3 unconnected molecules or ions with the total composition C23H58BN6O6P2S2 at a distorted geometry, computed with ωB97M-V/def2-TZVPD.

Summary:
- multiplicity = 1
- total charge = -1

Structure (XYZ):
```
98
C23H58BN6O6P2S2, DFT ωB97M-V/def2-TZVPD
C -8.472 2.411 1.211
C -8.126 2.342 -0.273
C -6.636 2.064 -0.517
C -6.236 2.671 -1.867
B -6.320 0.435 -0.509
S -4.619 -0.060 0.292
C -3.346 0.107 -1.015
C -2.174 0.924 -0.538
O -1.719 0.802 0.561
O -1.516 1.784 -1.399
C -2.324 2.696 -2.119
C -2.584 3.965 -1.336
C -3.257 4.961 -2.277
O -3.475 3.630 -0.271
C -3.156 4.088 0.956
O -2.043 4.170 1.394
C -4.400 4.435 1.744
S -4.027 5.188 3.343
H -9.474 2.836 1.326
H -7.780 3.054 1.754
H -8.491 1.421 1.665
H -8.340 3.337 -0.690
H -8.744 1.600 -0.782
H -6.080 2.495 0.319
H -6.009 3.738 -1.752
H -5.345 2.202 -2.282
H -7.075 2.569 -2.555
H -6.325 0.043 -1.673
H -7.195 -0.130 0.130
H -3.822 0.482 -1.915
H -2.981 -0.898 -1.224
H -1.761 2.983 -3.010
H -3.266 2.281 -2.468
H -1.648 4.413 -1.009
H -3.612 5.839 -1.743
H -2.581 5.253 -3.078
H -4.116 4.470 -2.734
H -5.094 5.034 1.163
H -4.876 3.477 1.958
H -4.623 4.303 4.143
O 2.457 0.255 -4.517
P 3.184 0.316 -3.207
N 3.445 -1.350 -2.830
C 2.305 -2.201 -2.532
C 4.322 -1.984 -3.801
N 2.035 1.077 -2.222
C 1.557 0.546 -0.960
C 0.975 1.833 -2.878
N 4.516 0.890 -2.195
C 5.371 1.869 -2.881
C 5.334 0.006 -1.381
H 2.664 -3.204 -2.286
H 1.596 -2.279 -3.366
H 1.773 -1.850 -1.651
H 5.218 -1.373 -3.960
H 3.834 -2.121 -4.773
H 4.655 -2.956 -3.430
H 0.745 -0.176 -1.101
H 1.171 1.351 -0.333
H 2.358 0.072 -0.386
H 0.165 1.181 -3.221
H 1.353 2.387 -3.735
H 0.563 2.556 -2.178
H 6.007 1.404 -3.645
H 6.013 2.387 -2.167
H 4.751 2.624 -3.372
H 6.028 -0.619 -1.959
H 4.721 -0.641 -0.762
H 5.926 0.633 -0.708
O 4.637 -2.511 4.422
P 4.006 -3.326 3.334
N 2.393 -2.747 3.264
C 1.492 -2.964 4.385
C 2.349 -1.356 2.828
N 4.157 -4.895 4.000
C 3.060 -5.817 4.169
C 5.152 -5.067 5.050
N 3.994 -3.962 1.689
C 5.190 -3.585 0.919
C 2.820 -3.910 0.829
H 0.511 -2.557 4.135
H 1.839 -2.493 5.314
H 1.337 -4.025 4.565
H 2.966 -1.226 1.931
H 2.719 -0.667 3.596
H 1.330 -1.073 2.561
H 2.506 -5.630 5.099
H 3.435 -6.844 4.209
H 2.363 -5.778 3.331
H 4.785 -4.744 6.033
H 6.053 -4.503 4.830
H 5.432 -6.122 5.113
H 5.181 -2.528 0.628
H 5.273 -4.191 0.016
H 6.090 -3.763 1.517
H 2.586 -2.905 0.458
H 1.942 -4.306 1.328
H 3.019 -4.551 -0.035
```

Atom charges from the Löwdin analysis, given in e for atoms 1 to 5:
1 C -0.12
2 C -0.29
3 C -0.44
4 C -0.12
5 B -0.73

***

3.
17 unconnected molecules or ions with the total composition C23H58N2O19 at a distorted geometry, computed with ωB97M-V/def2-TZVPD.

Summary:
- multiplicity = 1

Structure (XYZ):
```
102
C23H58N2O19, DFT ωB97M-V/def2-TZVPD
N 2.758 -2.891 1.774
C 2.466 -1.800 0.815
C 2.821 -0.436 1.433
C 1.821 0.673 1.138
C 1.348 1.442 2.219
C 0.429 2.487 2.054
C -0.033 3.258 3.250
C -0.950 2.769 4.182
C -1.337 3.570 5.265
C -0.827 4.857 5.458
C 0.102 5.348 4.520
C 0.491 4.553 3.438
C -0.061 2.816 0.767
C -1.054 3.949 0.540
N -2.292 3.507 -0.087
C 0.392 2.047 -0.310
C 1.329 1.004 -0.131
C 1.764 0.221 -1.357
O 2.888 -0.167 -1.522
C 0.664 0.003 -2.381
C 0.599 -1.326 -3.125
C -0.748 -2.073 -2.778
C -0.516 -3.275 -1.822
C -0.874 -2.870 -0.362
O -2.117 -3.456 0.073
C -0.208 0.999 -2.548
C -0.087 2.263 -1.738
O -0.326 3.346 -2.204
H 3.540 -2.534 2.313
H 3.116 -3.695 1.273
H 1.431 -1.854 0.464
H 3.117 -1.967 -0.051
H 2.835 -0.557 2.524
H 3.812 -0.081 1.132
H 1.684 1.250 3.234
H -1.365 1.777 4.038
H -2.051 3.162 5.975
H -1.126 5.439 6.320
H 0.500 6.352 4.663
H 1.188 4.969 2.717
H -1.260 4.514 1.452
H -0.558 4.660 -0.132
H -2.251 3.586 -1.094
H -2.486 2.534 0.112
H 0.690 -1.161 -4.199
H 1.413 -1.953 -2.748
H -1.449 -1.372 -2.335
H -1.132 -2.470 -3.715
H 0.514 -3.635 -1.841
H -1.213 -4.082 -2.081
H -0.914 -1.776 -0.300
H -0.070 -3.249 0.284
H -2.408 -2.918 0.816
H -1.019 0.892 -3.266
O -4.525 -2.887 -1.570
H -4.562 -3.270 -2.452
H -3.590 -2.990 -1.309
O -1.391 -3.877 2.963
H -1.412 -4.230 2.066
H -0.473 -3.983 3.235
O 3.366 -5.086 3.922
H 3.243 -4.325 3.340
H 3.483 -4.701 4.795
O 2.494 3.432 6.555
H 2.017 3.591 7.374
H 1.993 3.922 5.893
O -2.334 0.554 -5.272
H -1.626 0.547 -5.931
H -2.772 1.404 -5.391
O -5.351 4.219 -1.293
H -5.382 3.848 -2.183
H -4.424 4.137 -1.040
O 5.644 -2.951 0.933
H 6.493 -3.395 1.032
H 5.884 -2.056 0.671
O 0.520 7.824 6.169
H 0.145 7.818 7.055
H 0.528 8.755 5.925
O -3.352 -1.738 -3.818
H -3.208 -0.828 -4.120
H -4.187 -1.691 -3.348
O -4.359 0.506 -2.262
H -4.507 -0.350 -1.838
H -5.090 1.051 -1.942
O -6.962 1.849 -1.839
H -7.906 1.718 -1.711
H -6.746 2.609 -1.280
O -0.073 -0.939 -6.987
H 0.667 -1.510 -6.766
H -0.549 -1.428 -7.672
O 7.653 -1.005 0.543
H 7.414 -0.230 0.022
H 8.597 -0.899 0.702
O -3.381 -6.432 0.389
H -3.231 -5.516 0.127
H -4.220 -6.408 0.858
O -0.904 -3.190 -8.739
H -0.433 -3.390 -9.554
H -1.798 -3.511 -8.893
O 8.549 -3.928 0.624
H 9.246 -4.000 -0.034
H 8.204 -3.034 0.502
```

Atom charges from the Löwdin analysis, given in e for atoms 1 to 5:
1 N -0.01
2 C -0.25
3 C -0.12
4 C -0.13
5 C 0.05

***

| no. | E_tot (a.u.) | frontier orbital gap (eV) | LUMO (eV) |
| --- | --- | --- | --- |
| 1 | -5296.2718 | 11.006 | 0.218 |
| 2 | -3195.0863 | 6.100 | 2.007 |
| 3 | -2450.2584 | 8.451 | -0.532 |